A 3-piece molecular cluster, C26H54FN2O3P overall in a non-equilibrium geometry. Source: the OMol25 dataset; level of theory: ωB97M-V with the def2-TZVPD basis set.

Last columns: bonded neighbours and bond lengths (Å).
Geometry (Å):
1 C 2.96 1.65 -3.97  C2 1.513, H12 1.083, H13 1.085, H14 1.086
2 C 1.91 2.74 -3.87  C1 1.513, C3 1.523, H15 1.083, H16 1.085
3 C 1.07 2.86 -5.13  C2 1.523, O4 1.415, H17 1.092, H18 1.091
4 O -0.26 3.17 -4.76  C3 1.415, C5 1.430
5 C -1.11 3.56 -5.84  O4 1.430, P6 1.844, H19 1.084, H20 1.090
6 P -2.75 2.73 -5.93  C5 1.844, C7 1.845, C8 1.875
7 C -3.50 3.25 -4.33  P6 1.845, H21 1.082, H22 1.081, H23 1.079
8 C -2.53 0.88 -5.68  P6 1.875, F9 1.405, C10 1.510, H24 1.085
9 F -3.16 0.51 -4.48  C8 1.405
10 C -1.11 0.37 -5.69  C8 1.510, C11 1.540, H25 1.079, H26 1.086
11 C -1.14 -1.13 -5.34  C10 1.540, H27 1.083, H28 1.080, H29 1.083
12 H 3.68 1.72 -3.16  C1 1.083
13 H 3.51 1.71 -4.90  C1 1.085
14 H 2.50 0.67 -3.88  C1 1.086
15 H 2.40 3.70 -3.71  C2 1.083
16 H 1.24 2.54 -3.04  C2 1.085
17 H 1.10 1.94 -5.73  C3 1.092
18 H 1.48 3.65 -5.76  C3 1.091
19 H -0.61 3.51 -6.80  C5 1.084
20 H -1.36 4.61 -5.68  C5 1.090
21 H -3.39 4.32 -4.22  C7 1.082
22 H -3.01 2.73 -3.52  C7 1.081
23 H -4.55 3.00 -4.34  C7 1.079
24 H -3.06 0.38 -6.48  C8 1.085
25 H -0.47 0.85 -4.96  C10 1.079
26 H -0.72 0.42 -6.70  C10 1.086
27 H -1.86 -1.67 -5.95  C11 1.083
28 H -1.40 -1.23 -4.29  C11 1.080
29 H -0.16 -1.58 -5.44  C11 1.083
30 C 0.25 1.60 2.34  C31 1.539, H41 1.090, H42 1.086, H43 1.091
31 C 0.84 2.28 1.09  C30 1.539, C32 1.528, N36 1.492, C40 1.524
32 C -0.04 3.46 0.69  C31 1.528, C33 1.529, H44 1.095, H45 1.092
33 C -1.40 3.01 0.15  C32 1.529, C34 1.531, H46 1.093, H47 1.092
34 C -1.24 2.02 -1.00  C33 1.531, C35 1.534, H48 1.092, H49 1.096
35 C -0.27 0.86 -0.73  C34 1.534, N36 1.492, C38 1.542, C39 1.521
36 N 0.98 1.33 -0.05  C31 1.492, C35 1.492, O37 1.295
37 O 1.83 1.78 -0.92  N36 1.295
38 C -0.94 -0.24 0.11  C35 1.542, H50 1.091, H51 1.091, H52 1.087
39 C 0.09 0.21 -2.05  C35 1.521, H53 1.089, H54 1.089, H55 1.092
40 C 2.22 2.77 1.51  C31 1.524, H56 1.091, H57 1.089, H58 1.088
41 H 0.38 2.25 3.21  C30 1.090
42 H -0.81 1.40 2.27  C30 1.086
43 H 0.77 0.66 2.55  C30 1.091
44 H 0.47 4.05 -0.08  C32 1.095
45 H -0.18 4.12 1.55  C32 1.092
46 H -2.01 2.58 0.94  C33 1.093
47 H -1.95 3.89 -0.21  C33 1.092
48 H -2.21 1.60 -1.27  C34 1.092
49 H -0.89 2.57 -1.89  C34 1.096
50 H -0.23 -1.03 0.36  C38 1.091
51 H -1.75 -0.70 -0.47  C38 1.091
52 H -1.40 0.11 1.03  C38 1.087
53 H 0.48 0.93 -2.78  C39 1.089
54 H -0.80 -0.24 -2.50  C39 1.089
55 H 0.84 -0.57 -1.92  C39 1.092
56 H 2.86 1.93 1.79  C40 1.091
57 H 2.13 3.43 2.37  C40 1.089
58 H 2.72 3.33 0.72  C40 1.088
59 C -1.14 -3.94 6.03  C60 1.540, H70 1.090, H71 1.086, H72 1.091
60 C -0.77 -3.05 4.83  C59 1.540, C61 1.527, N65 1.494, C69 1.525
61 C -0.86 -3.87 3.54  C60 1.527, C62 1.528, H73 1.095, H74 1.092
62 C 0.23 -4.93 3.45  C61 1.528, C63 1.530, H75 1.093, H76 1.092
63 C 1.62 -4.32 3.62  C62 1.530, C64 1.534, H77 1.092, H78 1.094
64 C 1.77 -3.38 4.82  C63 1.534, N65 1.495, C67 1.541, C68 1.526
65 N 0.60 -2.47 4.96  C60 1.494, C64 1.495, O66 1.293
66 O 0.72 -1.44 4.19  N65 1.293
67 C 1.99 -4.18 6.12  C64 1.541, H79 1.091, H80 1.090, H81 1.087
68 C 3.04 -2.55 4.63  C64 1.526, H82 1.088, H83 1.090, H84 1.091
69 C -1.80 -1.93 4.81  C60 1.525, H85 1.091, H86 1.089, H87 1.088
70 H -2.21 -4.15 6.00  C59 1.090
71 H -0.64 -4.90 6.05  C59 1.086
72 H -0.93 -3.43 6.97  C59 1.091
73 H -0.78 -3.20 2.68  C61 1.095
74 H -1.85 -4.34 3.48  C61 1.092
75 H 0.07 -5.72 4.19  C62 1.093
76 H 0.17 -5.42 2.47  C62 1.092
77 H 2.36 -5.11 3.70  C63 1.092
78 H 1.86 -3.76 2.70  C63 1.094
79 H 2.03 -3.51 6.98  C67 1.091
80 H 2.94 -4.71 6.07  C67 1.090
81 H 1.23 -4.94 6.31  C67 1.087
82 H 3.05 -2.03 3.68  C68 1.088
83 H 3.90 -3.22 4.65  C68 1.090
84 H 3.15 -1.82 5.43  C68 1.091
85 H -1.74 -1.33 5.73  C69 1.091
86 H -2.80 -2.35 4.75  C69 1.089
87 H -1.67 -1.26 3.96  C69 1.088

As for the expectation value of S²: 2.0083. The spin multiplicity is 3. Its LUMO energy (alpha / beta) is 0.0269 / 0.0111 Ha. The highest occupied orbital energy (alpha / beta) comes out at -8.21 / -8.31 eV. Its energy is -48962.9384 eV. The HOMO-LUMO gap (alpha / beta) comes out at 8.9 / 8.6 eV.